This record from the Open Molecules 2025 dataset describes the molecule C3H5N3 at a distorted geometry. The level of theory is the ωB97M-V functional and the def2-TZVPD basis.

Properties
**Maximum force**: 1.697 eV/Å
**HOMO**: -8.49 eV
**SMILES**: Nc1cc[nH]n1
**Net charge**: 0
**ΔE to the lowest compared entry with this formula, charge and spin**: 73.7 kcal per mole
**Orbital gap**: 8.9 eV

Each line ends with the natural charge from an NBO analysis.
Cartesian coordinates (Å):
N  1.54  -0.01  1.13  -0.81
C  0.34  0.15  0.50  0.34
C  0.21  0.05  -0.96  -0.31
C  -1.03  -0.47  -1.11  0.00
N  -1.76  -0.04  0.05  -0.49
N  -0.80  0.12  1.11  -0.35
H  2.40  0.20  0.64  0.39
H  1.57  -0.04  2.14  0.40
H  0.89  0.47  -1.69  0.23
H  -1.37  -1.39  -1.58  0.23
H  -1.99  0.94  -0.21  0.37